{"formula": "C51H66BrN13O5P3S", "method": "the ωB97M-V functional and the def2-TZVPD basis", "symbols": ["N", "C", "C", "P", "Br", "C", "C", "N", "N", "N", "P", "O", "O", "O", "O", "C", "C", "P", "S", "O", "H", "H", "H", "H", "H", "H", "H", "H", "H", "H", "H", "H", "H", "H", "H", "H", "H", "H", "H", "H", "H", "N", "C", "C", "C", "C", "C", "H", "H", "H", "H", "H", "N", "C", "C", "C", "C", "C", "H", "H", "H", "H", "H", "N", "C", "C", "C", "C", "C", "H", "H", "H", "H", "H", "N", "C", "C", "C", "C", "C", "H", "H", "H", "H", "H", "N", "C", "C", "C", "C", "C", "H", "H", "H", "H", "H", "N", "C", "C", "C", "C", "C", "H", "H", "H", "H", "H", "N", "C", "C", "C", "C", "C", "H", "H", "H", "H", "H", "N", "C", "C", "C", "C", "C", "H", "H", "H", "H", "H", "N", "C", "C", "C", "C", "C", "H", "H", "H", "H", "H"], "positions_angstrom": [[6.218853, 0.079399, 3.257481], [5.425122, -1.047245, 2.744459], [3.934660, -1.042291, 3.090362], [2.617390, -0.306186, 1.940372], [4.265880, 1.292787, 0.983509], [1.344334, -1.505819, 2.716317], [-0.185327, -1.377328, 2.579948], [-0.717271, -0.071450, 2.929342], [-0.677236, -1.695720, 1.254605], [-0.718999, -2.402741, 3.526508], [3.144966, -1.765822, 0.227791], [4.285626, -1.436626, -0.646666], [1.830634, -1.964011, -0.680700], [3.339363, -3.249561, 0.846302], [1.484790, 0.401497, 0.876464], [1.223638, 1.750377, 1.066959], [1.623653, 2.065134, 2.531051], [2.460775, 3.678598, 2.682853], [1.120005, 5.119990, 2.827673], [2.260309, 0.968234, 3.083400], [6.630414, -0.166671, 4.146433], [5.640713, 0.899384, 3.374740], [5.838764, -1.944423, 3.216178], [5.593708, -1.169948, 1.673983], [3.788804, -0.555944, 4.057093], [3.642054, -2.087240, 3.201972], [1.539455, -1.440255, 3.791438], [1.581466, -2.532069, 2.437249], [-0.113336, 0.402563, 3.584782], [-0.848799, 0.497563, 2.106356], [-0.731820, -2.705981, 1.169383], [-1.622284, -1.342691, 1.166243], [-1.703423, -2.202316, 3.669196], [-0.257315, -2.317405, 4.424371], [2.018908, -1.546238, -1.526539], [2.504769, -3.723217, 0.885596], [1.712853, 2.394583, 0.330406], [0.149362, 1.931003, 0.959552], [0.695992, 2.268081, 3.082549], [3.298832, 3.878814, 1.587577], [3.298238, 3.620228, 3.802904], [-4.933544, -3.157808, 2.540734], [-5.363776, -4.329106, 2.079211], [-5.159641, -4.763100, 0.777783], [-4.472110, -3.934825, -0.094982], [-4.018240, -2.713435, 0.370869], [-4.272024, -2.374876, 1.691514], [-5.904704, -4.946495, 2.788726], [-5.534058, -5.726610, 0.458509], [-4.289855, -4.235760, -1.118161], [-3.474536, -2.036055, -0.273961], [-3.928978, -1.426029, 2.093986], [2.498623, -0.153182, -6.335251], [2.825349, 0.016674, -5.054636], [3.532906, -0.920975, -4.315748], [3.908331, -2.098768, -4.935816], [3.570851, -2.297419, -6.263455], [2.872497, -1.291947, -6.916412], [2.506898, 0.949702, -4.603072], [3.796152, -0.747935, -3.277445], [4.456265, -2.851730, -4.385889], [3.848367, -3.208753, -6.775944], [2.592057, -1.402742, -7.958924], [4.903022, -5.513514, -5.375426], [5.953941, -6.041626, -5.998797], [7.072663, -6.526817, -5.338706], [7.099315, -6.468652, -3.954420], [6.011201, -5.930531, -3.289717], [4.945859, -5.465331, -4.044937], [5.899930, -6.061718, -7.082494], [7.907422, -6.928428, -5.897004], [7.960487, -6.825534, -3.404462], [5.989025, -5.854076, -2.211491], [4.081302, -5.025203, -3.559354], [10.322258, -3.221569, -5.804937], [10.705789, -2.352536, -4.872130], [9.843881, -1.791030, -3.942260], [8.505189, -2.147479, -3.981497], [8.089488, -3.049894, -4.946811], [9.034033, -3.554785, -5.828394], [11.759744, -2.094878, -4.872558], [10.213797, -1.090993, -3.205779], [7.799364, -1.730997, -3.273851], [7.054106, -3.358744, -5.014394], [8.746770, -4.266430, -6.595240], [-0.820044, -4.955795, -0.436896], [-1.317351, -6.173131, -0.640886], [-1.182214, -6.867761, -1.833125], [-0.489511, -6.264582, -2.872689], [0.036282, -4.999474, -2.673931], [-0.154955, -4.386237, -1.441824], [-1.853469, -6.609734, 0.196027], [-1.608022, -7.856352, -1.941460], [-0.360630, -6.773906, -3.819408], [0.586414, -4.490860, -3.454559], [0.246166, -3.400940, -1.238264], [-9.186543, -1.898848, 1.106369], [-10.168380, -1.090288, 1.497720], [-9.986227, -0.020266, 2.360308], [-8.711732, 0.224059, 2.847855], [-7.679246, -0.608352, 2.451633], [-7.967941, -1.649640, 1.581748], [-11.151838, -1.313484, 1.096929], [-10.823589, 0.604439, 2.640771], [-8.526597, 1.049051, 3.523810], [-6.668305, -0.461541, 2.805876], [-7.182186, -2.317222, 1.248000], [-4.042063, 4.785381, 2.187624], [-5.001046, 5.654307, 2.503133], [-4.761132, 6.872245, 3.119055], [-3.451879, 7.209305, 3.430424], [-2.443958, 6.317733, 3.105482], [-2.788585, 5.125330, 2.486572], [-6.013130, 5.351724, 2.251531], [-5.581821, 7.537574, 3.352986], [-3.225584, 8.152097, 3.911724], [-1.407277, 6.523861, 3.333012], [-2.019363, 4.406820, 2.225182], [-3.335274, 10.955490, 3.491756], [-2.710494, 11.589909, 4.480054], [-3.227741, 12.704244, 5.124345], [-4.460967, 13.186993, 4.718298], [-5.122713, 12.537004, 3.689265], [-4.518831, 11.429361, 3.112659], [-1.747050, 11.183004, 4.767565], [-2.674965, 13.178350, 5.923670], [-4.898750, 14.054452, 5.195333], [-6.086911, 12.878322, 3.338238], [-5.005163, 10.891907, 2.305452], [-4.980218, 1.483256, -2.909489], [-5.439118, 2.731946, -2.925403], [-5.255229, 3.632762, -1.887177], [-4.558163, 3.218983, -0.762151], [-4.074773, 1.920410, -0.733761], [-4.309404, 1.098339, -1.826113], [-5.981740, 3.022668, -3.819334], [-5.650921, 4.637244, -1.960162], [-4.392934, 3.882959, 0.079653], [-3.524013, 1.551206, 0.121254], [-3.940884, 0.077785, -1.838198]], "forces_ev_per_a": [[0.07, -0.19, -0.09], [0.19, -0.07, 0.32], [0.17, 0.15, -0.26], [-0.91, -1.01, 0.66], [0.49, 0.38, -0.27], [-0.12, 0.26, -0.21], [-0.07, -0.48, 0.41], [-0.45, -0.04, 0.10], [0.12, 0.03, -0.12], [0.21, 0.13, -0.27], [0.53, 0.79, -0.13], [0.31, -0.05, -0.16], [-0.39, -0.35, 0.02], [-0.05, -0.11, 0.13], [0.38, 0.03, -0.20], [-0.38, 0.19, 0.00], [-0.46, -0.13, 0.22], [-0.40, 0.80, -0.09], [0.07, -0.09, 0.00], [0.16, -0.08, -0.20], [-0.14, 0.09, 0.12], [0.05, 0.11, -0.11], [0.06, -0.05, -0.11], [-0.13, 0.14, -0.09], [-0.04, -0.01, 0.03], [-0.16, 0.02, -0.04], [0.12, 0.00, 0.00], [0.10, -0.03, 0.04], [0.04, 0.07, -0.04], [0.32, 0.10, -0.03], [-0.01, -0.03, -0.08], [-0.08, -0.07, 0.06], [-0.03, 0.00, 0.05], [-0.08, 0.05, 0.08], [-0.05, 0.15, -0.17], [-0.19, -0.19, 0.05], [0.27, -0.14, 0.04], [-0.02, -0.09, -0.08], [0.10, 0.05, 0.14], [0.20, -0.15, 0.08], [0.21, -0.25, -0.06], [0.01, 0.03, 0.02], [-0.01, -0.03, 0.03], [-0.01, 0.00, 0.00], [0.00, -0.03, -0.02], [-0.01, 0.03, -0.01], [0.01, 0.07, 0.05], [0.01, -0.02, -0.02], [-0.01, 0.00, 0.01], [0.01, -0.01, -0.01], [0.02, 0.00, 0.00], [0.02, 0.00, -0.02], [-0.01, -0.01, -0.01], [0.00, 0.00, -0.05], [0.03, 0.04, 0.23], [0.03, -0.08, 0.01], [0.01, 0.02, -0.09], [-0.03, 0.02, 0.02], [0.02, -0.01, 0.02], [-0.02, 0.09, 0.00], [0.02, 0.00, 0.00], [-0.02, -0.02, 0.01], [0.02, -0.02, 0.00], [0.02, 0.02, 0.01], [0.04, 0.04, -0.04], [0.00, -0.02, 0.01], [0.06, -0.02, 0.00], [0.04, 0.02, 0.01], [-0.15, 0.02, 0.02], [0.02, -0.03, 0.00], [-0.01, -0.01, -0.02], [0.00, -0.01, 0.00], [-0.02, 0.02, 0.00], [0.01, -0.03, 0.04], [0.01, 0.00, 0.01], [0.04, 0.01, 0.00], [0.00, -0.01, -0.01], [-0.05, 0.02, 0.04], [-0.01, -0.01, 0.00], [0.00, -0.02, -0.04], [-0.01, 0.02, 0.03], [0.01, 0.00, 0.00], [-0.01, 0.00, 0.00], [0.00, -0.02, -0.02], [-0.05, 0.01, 0.01], [0.00, 0.02, 0.01], [-0.05, -0.02, 0.06], [0.01, 0.01, -0.02], [0.00, -0.01, 0.00], [-0.01, -0.02, 0.01], [-0.02, 0.06, 0.03], [0.00, -0.02, -0.02], [-0.01, 0.00, 0.01], [0.00, 0.00, 0.00], [0.00, 0.02, 0.01], [0.00, 0.00, -0.04], [-0.01, 0.02, 0.02], [-0.03, -0.02, -0.01], [0.01, 0.00, 0.01], [0.00, 0.01, 0.01], [0.02, 0.02, 0.01], [0.02, -0.07, -0.08], [-0.01, 0.03, 0.02], [-0.01, 0.00, -0.01], [0.00, 0.00, 0.00], [0.01, -0.03, 0.00], [0.01, 0.01, 0.01], [0.01, 0.09, 0.03], [-0.04, -0.02, 0.01], [0.01, -0.01, 0.01], [-0.01, 0.02, 0.01], [0.02, 0.01, 0.07], [0.03, -0.11, -0.01], [0.00, 0.04, 0.00], [-0.01, 0.00, 0.00], [0.00, 0.03, -0.05], [0.01, -0.01, -0.03], [0.04, 0.04, 0.01], [0.00, -0.03, 0.03], [0.04, -0.02, 0.00], [-0.01, 0.01, 0.00], [0.00, 0.01, 0.00], [0.01, 0.01, 0.01], [-0.02, -0.04, -0.04], [0.00, 0.02, 0.02], [0.01, -0.01, 0.00], [0.00, 0.00, 0.00], [-0.01, -0.01, -0.01], [-0.02, 0.02, 0.00], [0.00, -0.02, -0.01], [-0.02, 0.01, -0.03], [0.00, -0.02, 0.02], [0.00, 0.05, 0.01], [0.00, -0.02, -0.01], [0.01, -0.02, 0.00], [0.00, 0.03, 0.02], [0.00, 0.00, -0.01], [-0.02, -0.08, -0.05], [0.01, -0.01, 0.01], [0.01, 0.01, 0.02]], "charge": -1, "orbital_gap_ev": 7.8, "lumo_ha": 0.0686, "homo_energy_ev": -5.944}